Formula: C3H5O4S
Source: the OMol25 dataset
Level of theory: ωB97M-V/def2-TZVPD

As for the net charge: -1. As for the lowest unoccupied orbital energy (alpha / beta): 3.36 / 3.70 eV. The calculation puts the energy above the lowest of the compared OMol25 structures with the same formula, charge and spin at 3.344 eV.

Each line ends with the natural charge from an NBO analysis.
Cartesian coordinates (Å):
C 0.652 0.909 0.748  0.346
C -0.517 0.155 -1.303  -0.619
C 0.639 -0.124 -0.399  -0.069
O -0.909 -1.691 3.077  -0.957
O 1.628 1.634 0.951  -0.652
O -2.355 -0.942 1.253  -0.968
O 1.875 -0.055 -1.258  -0.760
S -1.423 -0.505 2.328  1.377
H -0.698 -0.488 -2.176  0.206
H -1.444 0.294 -0.799  0.238
H -0.224 1.189 -1.623  0.190
H 0.402 -1.055 0.033  0.196
H 2.374 0.679 -0.833  0.473

Formula: C58H74N12O4
Source: the OMol25 dataset
Level of theory: ωB97M-V/def2-TZVPD

As for the net charge: 0. As for the lowest unoccupied orbital energy: -2.16 eV. As for the SMILES: CC(=O)OCCCCCCC1=C(N)C(=O)C=CC1=O.c1cc[nH]c1.c1cc[nH]c1.c1cc[nH]c1.c1cc[nH]c1.c1cc[nH]c1.c1cc[nH]c1.c1cc[nH]c1.c1cc[nH]c1.c1cc[nH]c1.c1cc[nH]c1.c1cc[nH]c1.

Each line ends with the Mulliken charge.
Cartesian coordinates (Å):
C -0.053 6.440 -0.663  -0.476
C 0.049 5.418 0.613  0.531
O 1.082 5.624 1.476  -0.585
O -0.820 4.270 0.904  -0.188
C -2.092 4.322 0.169  -0.533
C -2.838 2.852 0.455  -0.697
C -1.779 1.721 -0.175  0.616
C -1.129 0.933 1.121  -0.726
C -0.530 -0.547 0.709  0.420
C 0.990 -0.518 0.096  -0.826
C 1.085 0.087 -1.446  0.500
C 2.202 0.995 -1.824  0.015
N 3.310 1.469 -0.900  -0.442
C 2.259 1.543 -3.397  0.392
O 3.432 1.661 -4.059  -0.559
C 0.779 1.891 -4.089  -0.200
C -0.366 0.986 -3.706  -0.325
C -0.038 -0.253 -2.633  0.290
O -0.675 -1.454 -2.692  -0.638
H -0.311 7.546 -0.295  0.289
H -0.728 6.075 -1.546  0.258
H 1.050 6.525 -1.111  0.064
H -2.830 5.131 0.610  0.296
H -1.979 4.375 -1.005  0.244
H -3.806 2.779 -0.236  0.316
H -3.067 2.668 1.588  0.427
H -2.281 1.021 -0.969  -0.359
H -0.860 2.238 -0.731  0.039
H -2.009 0.771 1.902  0.382
H -0.297 1.584 1.675  0.070
H -0.467 -1.163 1.729  -0.224
H -1.285 -1.151 0.019  -0.079
H 1.380 -1.645 0.069  0.246
H 1.706 0.040 0.858  0.175
H 2.962 2.355 -0.435  0.233
H 3.499 0.797 -0.124  0.444
H 0.651 2.806 -4.845  0.154
H -1.435 1.185 -4.139  0.358
C -2.767 -4.921 0.811  -0.301
C -1.661 -5.223 1.641  -0.735
C -0.537 -4.717 1.027  -0.751
N -0.926 -4.125 -0.146  0.106
C -2.285 -4.240 -0.284  -0.555
H -3.804 -5.172 0.994  0.419
H -1.683 -5.752 2.586  0.489
H 0.503 -4.729 1.323  0.533
H -0.307 -3.674 -0.807  0.291
H -2.791 -3.829 -1.147  0.507
C 3.373 4.610 -3.533  -0.052
C 3.488 5.865 -2.888  -0.895
C 2.902 6.803 -3.708  -0.624
N 2.441 6.159 -4.827  0.156
C 2.719 4.820 -4.726  -0.625
H 3.727 3.656 -3.166  0.481
H 3.949 6.063 -1.929  0.469
H 2.775 7.871 -3.592  0.396
H 1.969 6.602 -5.604  0.124
H 2.429 4.134 -5.511  0.550
C -0.654 -3.288 5.541  -0.181
C -1.564 -2.707 6.457  -0.940
C -2.575 -2.130 5.723  -0.598
N -2.305 -2.337 4.395  0.124
C -1.138 -3.047 4.275  -0.112
H 0.255 -3.824 5.779  0.433
H -1.489 -2.711 7.537  0.409
H -3.460 -1.589 6.030  0.434
H -2.877 -2.017 3.624  0.247
H -0.753 -3.318 3.301  0.114
C 4.808 -4.919 3.267  -0.501
C 4.644 -3.847 4.176  -0.552
C 3.295 -3.589 4.268  -0.625
N 2.639 -4.465 3.441  0.291
C 3.554 -5.283 2.831  -0.591
H 5.741 -5.377 2.963  0.497
H 5.426 -3.321 4.708  0.433
H 2.746 -2.859 4.848  0.498
H 1.638 -4.502 3.304  0.152
H 3.235 -6.051 2.139  0.440
C -1.663 -7.144 8.356  -0.579
C -0.557 -7.446 9.186  -0.398
C 0.567 -6.941 8.572  -0.534
N 0.178 -6.349 7.399  0.086
C -1.181 -6.463 7.261  -0.298
H -2.700 -7.396 8.539  0.388
H -0.578 -7.975 10.130  0.380
H 1.607 -6.953 8.868  0.381
H 0.797 -5.897 6.738  0.195
H -1.687 -6.052 6.398  0.392
C -1.333 9.009 -7.289  -0.407
C -1.896 7.783 -7.716  -0.478
C -0.869 6.872 -7.815  -0.475
N 0.295 7.507 -7.468  -0.026
C 0.021 8.809 -7.141  -0.559
H -1.858 9.938 -7.109  0.510
H -2.939 7.585 -7.927  0.398
H -0.866 5.829 -8.103  0.394
H 1.213 7.080 -7.455  0.308
H 0.812 9.480 -6.832  0.383
C -2.934 10.028 -4.041  -0.180
C -3.098 11.100 -3.131  -0.613
C -4.447 11.357 -3.040  -0.454
N -5.103 10.482 -3.866  -0.002
C -4.188 9.664 -4.477  -0.590
H -2.001 9.570 -4.345  0.515
H -2.316 11.626 -2.600  0.380
H -4.996 12.088 -2.460  0.366
H -6.104 10.445 -4.003  0.193
H -4.507 8.896 -5.168  0.386
C 6.340 -7.036 5.461  -0.245
C 5.777 -8.263 5.035  -0.461
C 6.804 -9.174 4.935  -0.528
N 7.969 -8.539 5.282  0.031
C 7.695 -7.237 5.609  -0.658
H 5.815 -6.107 5.641  0.517
H 4.734 -8.460 4.823  0.392
H 6.807 -10.217 4.647  0.367
H 8.886 -8.965 5.295  0.199
H 8.485 -6.565 5.918  0.376
C 8.422 1.118 -2.251  -0.533
C 8.207 2.492 -1.990  -0.620
C 6.908 2.630 -1.556  -0.263
N 6.329 1.388 -1.551  0.054
C 7.246 0.458 -1.967  -0.434
H 9.335 0.658 -2.605  0.380
H 8.924 3.295 -2.106  0.385
H 6.347 3.504 -1.253  0.366
H 5.375 1.188 -1.281  0.323
H 6.984 -0.589 -2.028  0.359
C -4.649 -1.998 -3.671  -0.924
C -5.958 -1.695 -3.226  -0.536
C -5.838 -0.929 -2.089  -0.574
N -4.503 -0.762 -1.829  0.292
C -3.770 -1.406 -2.792  -0.548
H -4.377 -2.583 -4.540  0.420
H -6.888 -2.003 -3.686  0.488
H -6.587 -0.490 -1.443  0.429
H -4.118 -0.244 -1.050  0.176
H -2.688 -1.389 -2.768  0.819
C -6.476 -6.786 0.038  -0.544
C -7.885 -6.737 -0.089  -0.463
C -8.200 -5.549 -0.709  -0.516
N -7.031 -4.877 -0.956  0.052
C -5.974 -5.626 -0.510  -0.059
H -5.890 -7.582 0.479  0.405
H -8.593 -7.488 0.237  0.388
H -9.154 -5.124 -0.993  0.352
H -6.960 -3.971 -1.400  0.213
H -4.959 -5.271 -0.618  0.201